1.
Here is 16 unconnected molecules or ions with the total composition C24H86N6O16 in a non-equilibrium geometry from the OMol25 dataset. Energies are from ωB97M-V with the def2-TZVPD basis set.

Atoms and positions in Å:
O -0.11197 30.79214 -26.57901
H 0.78393 30.96260 -26.28826
H -0.01366 30.20127 -27.32563
O 2.19864 27.22545 -34.59780
H 2.50557 27.86373 -35.24169
H 1.77106 26.54568 -35.11870
O 4.60693 31.74978 -25.40213
H 5.24243 31.69729 -26.11600
H 5.13904 31.86845 -24.61537
O 9.92344 25.67939 -33.07680
H 10.41285 24.95860 -33.47325
H 10.10112 26.43027 -33.64323
O 10.72293 39.52873 -28.89892
H 9.79130 39.31894 -28.83327
H 11.16893 38.73824 -28.59487
O 7.19510 25.88053 -24.43568
H 7.89259 25.35178 -24.82320
H 6.43546 25.72405 -24.99665
O 9.05990 34.73253 -25.82136
H 8.87114 33.97854 -26.38002
H 9.89159 35.07309 -26.15080
O 4.03813 30.73660 -37.48658
H 4.50412 31.23172 -36.81282
H 4.72910 30.39289 -38.05284
O -0.56571 29.12307 -31.17867
H -1.06894 29.79377 -31.64036
H 0.06231 28.80524 -31.82737
O 11.32569 27.30944 -28.89291
H 10.97189 26.94563 -29.70451
H 11.41014 26.55580 -28.30885
C 15.55608 44.44603 -33.07838
C 14.43308 43.43119 -32.80734
C 14.62394 42.13582 -33.71117
O 14.43261 42.47054 -35.10230
C 13.06488 42.44180 -35.41215
N 14.52148 43.22201 -31.38456
H 15.28082 45.39646 -32.62120
H 15.65816 44.74395 -34.12190
H 16.54560 44.04682 -32.85574
H 13.44792 43.85777 -32.99597
H 13.99277 41.29005 -33.43840
H 15.66324 41.83948 -33.56926
H 12.99324 42.60995 -36.48672
H 12.43074 43.15563 -34.88640
H 12.77480 41.40328 -35.25273
H 14.29422 44.11964 -30.98119
H 13.80796 42.61270 -31.01075
C 1.82210 40.53221 -44.42772
C 1.72244 39.03923 -44.77704
C 1.23106 38.26480 -43.49802
O 2.10486 38.42373 -42.39376
C 3.24410 37.51456 -42.35762
N 0.78441 38.97247 -45.88755
H 2.54995 40.75456 -43.64740
H 0.84444 40.92177 -44.14394
H 2.11255 41.07471 -45.32741
H 2.63127 38.50301 -45.05018
H 0.96207 37.21823 -43.64099
H 0.27392 38.71852 -43.24088
H 2.86293 36.49960 -42.24512
H 3.79743 37.55604 -41.41943
H 3.78693 37.66385 -43.29097
H 0.97465 39.50048 -46.72726
H -0.13323 39.27638 -45.59483
C 5.61071 32.53647 -31.37216
C 7.09250 32.32453 -31.31374
C 7.84901 33.57666 -31.81893
O 7.73505 33.64436 -33.21873
C 8.12631 34.82804 -33.88232
N 7.52782 31.85096 -29.99149
H 5.27166 33.35552 -30.73789
H 5.08493 31.73341 -30.85569
H 5.18142 32.76024 -32.34875
H 7.36846 31.55517 -32.03487
H 8.91499 33.47853 -31.61362
H 7.60827 34.50478 -31.30052
H 9.16726 35.13888 -33.79351
H 7.56208 35.62139 -33.39208
H 7.81262 34.75768 -34.92383
H 8.48139 31.55098 -30.13577
H 6.98844 30.99959 -29.92556
C 4.66538 39.75071 -27.52005
C 3.89279 40.90949 -28.15530
C 4.23720 41.25290 -29.60572
O 5.65107 41.46361 -29.77988
C 6.04030 42.18617 -30.92514
N 2.49168 40.58925 -27.94040
H 5.73131 39.94413 -27.64043
H 4.50565 38.87752 -28.15260
H 4.26795 39.48731 -26.53985
H 4.12361 41.73666 -27.48401
H 3.68026 42.13000 -29.93530
H 3.99424 40.39625 -30.23438
H 5.55926 41.87449 -31.85226
H 7.12180 42.06315 -30.98291
H 5.81993 43.24740 -30.80964
H 2.05037 41.13231 -28.66871
H 2.28356 39.63417 -28.19460
C 13.95347 29.37891 -36.29488
C 12.87915 30.52734 -36.37410
C 13.18793 31.51717 -37.50723
O 13.07456 30.93472 -38.88298
C 13.74992 31.68051 -39.85056
N 11.56084 30.01881 -36.47076
H 14.94480 29.80412 -36.13815
H 13.86186 28.59944 -37.05128
H 13.67496 28.81949 -35.40181
H 12.88196 31.01456 -35.39905
H 14.18977 31.90077 -37.31417
H 12.55356 32.39752 -37.40397
H 13.51519 31.27002 -40.83265
H 14.83385 31.73522 -39.74958
H 13.43567 32.71954 -39.94930
H 11.01777 30.81382 -36.16558
H 11.42817 29.90898 -37.46597
C 15.59285 30.56083 -24.73568
C 14.10407 30.74948 -24.35776
C 13.87527 31.54403 -23.03151
O 12.48886 31.71083 -22.85833
C 12.30398 32.51062 -21.68964
N 13.49017 31.41143 -25.44701
H 16.12322 30.03843 -23.93949
H 16.21168 31.44438 -24.89212
H 15.71241 29.90730 -25.59980
H 13.66834 29.76095 -24.21269
H 14.41973 32.48319 -23.12979
H 14.27858 31.06449 -22.13961
H 12.65396 33.50923 -21.95117
H 12.73667 32.25463 -20.72251
H 11.22696 32.62724 -21.56905
H 13.30614 30.59324 -26.00985
H 12.57737 31.71314 -25.13740

Output
HOMO level (Eh): -0.3350
Energy above the lowest of the compared OMol25 structures with the same formula, charge and spin (kcal per mole): 135.0
Frontier orbital gap (Ha): 0.3367

***

2.
Here is 12 unconnected molecules or ions with the total composition C60H60N12 in a non-equilibrium geometry from the OMol25 dataset. Energies are from ωB97M-V with the def2-TZVPD basis set.

Atoms and positions in Å:
C -4.55355 -2.92336 2.74032
C -5.13492 -4.09804 3.30369
C -5.78183 -4.96653 2.34497
N -5.83960 -4.70258 1.03937
C -5.23627 -3.58672 0.60654
C -4.51466 -2.68978 1.37376
H -4.10423 -2.15878 3.35670
H -5.02073 -4.44496 4.32005
H -6.23309 -5.87405 2.71803
H -5.25551 -3.37097 -0.45152
H -4.08530 -1.77705 0.98778
C -0.89039 4.68869 1.36986
C -0.02152 5.49345 2.10507
C 1.01009 4.88536 2.86819
N 1.09907 3.53341 2.94749
C 0.25961 2.75058 2.21059
C -0.74627 3.28555 1.41547
H -1.62277 5.15477 0.72737
H -0.11994 6.56728 2.16519
H 1.67553 5.46526 3.49053
H 0.40199 1.68246 2.28309
H -1.51439 2.72812 0.90003
C 1.72145 0.53779 6.69999
C 1.62752 -0.68228 7.39488
C 1.23538 -1.86067 6.72178
N 1.12950 -1.91025 5.37662
C 1.41960 -0.78046 4.72566
C 1.68664 0.43829 5.31834
H 1.89496 1.43486 7.27580
H 1.70907 -0.80209 8.46512
H 1.00337 -2.77525 7.24724
H 1.41576 -0.88732 3.65097
H 1.82665 1.34547 4.74927
C 0.15320 -4.04761 -1.73157
C -1.02293 -4.67793 -1.30883
C -2.26458 -4.12427 -1.63970
N -2.38235 -2.91353 -2.23649
C -1.23422 -2.23177 -2.46309
C 0.03652 -2.78075 -2.24559
H 1.10760 -4.49739 -1.50086
H -1.02031 -5.67662 -0.89772
H -3.17640 -4.63568 -1.36869
H -1.23461 -1.21892 -2.83796
H 0.95193 -2.22381 -2.38066
C -0.52494 1.20260 -4.53612
C -0.75798 0.07128 -5.27641
C -2.13177 -0.37833 -5.45995
N -3.17393 0.36282 -4.97199
C -2.86709 1.53359 -4.32396
C -1.53211 1.97913 -4.11625
H 0.47951 1.58773 -4.44050
H 0.03626 -0.57476 -5.62021
H -2.25056 -1.36178 -5.89019
H -3.65554 2.22036 -4.05361
H -1.44058 2.96270 -3.67965
C 2.95986 -0.72081 -4.11988
C 2.76567 -1.55894 -5.20635
C 2.89518 -0.97483 -6.48957
N 3.00308 0.37959 -6.65516
C 3.20325 1.13772 -5.61334
C 3.21905 0.61158 -4.30065
H 2.87825 -1.22330 -3.16739
H 2.68041 -2.63273 -5.12812
H 2.64185 -1.58786 -7.34188
H 3.38590 2.18345 -5.81201
H 3.26785 1.30386 -3.47315
C 4.05489 -5.90845 0.10520
C 2.86674 -5.45681 0.62893
C 2.59085 -4.05455 0.54111
N 3.38603 -3.19367 -0.24872
C 4.51329 -3.67853 -0.70149
C 4.88782 -5.01270 -0.58852
H 4.29180 -6.95729 0.20624
H 2.15233 -6.11112 1.10632
H 1.67048 -3.69237 0.97485
H 5.16522 -3.00790 -1.24153
H 5.85549 -5.29643 -0.97519
C -4.04995 1.21537 5.69552
C -4.75231 0.87131 4.55627
C -4.06114 0.46342 3.37540
N -2.67917 0.38488 3.42597
C -1.97872 0.66808 4.59594
C -2.65518 1.12543 5.69059
H -4.62116 1.56158 6.54421
H -5.82974 0.93306 4.51484
H -4.69180 0.21462 2.53471
H -0.90475 0.55726 4.62251
H -2.04851 1.32704 6.56105
C 1.14657 3.97297 -1.73913
C 0.69556 4.62191 -2.91340
C 1.61043 4.78449 -3.94224
N 2.92995 4.37536 -3.89795
C 3.33063 3.78205 -2.71978
C 2.45369 3.56560 -1.61968
H 0.52377 3.81140 -0.87171
H -0.29651 5.04844 -2.89695
H 1.39696 5.36025 -4.83068
H 4.40439 3.70110 -2.63676
H 2.93955 3.21628 -0.72062
C -6.67639 -0.12229 -0.26480
C -5.82239 -0.65994 -1.20573
C -4.57515 -0.14315 -1.41407
N -4.09983 0.94248 -0.71151
C -4.92881 1.52327 0.14267
C -6.21765 1.03353 0.41920
H -7.65510 -0.51334 -0.02901
H -6.16758 -1.51966 -1.76081
H -3.90305 -0.54923 -2.15554
H -4.55503 2.40859 0.63552
H -6.81735 1.53707 1.16298
C 5.38723 2.96267 1.15841
C 5.15300 1.56637 1.17734
C 5.66039 0.83563 0.11494
N 6.43576 1.34498 -0.85154
C 6.72532 2.68646 -0.79227
C 6.24883 3.49331 0.23790
H 5.00246 3.55830 1.97301
H 4.55050 1.09912 1.94224
H 5.39181 -0.19562 -0.06053
H 7.33746 3.11455 -1.57228
H 6.56911 4.52149 0.15622
C 0.88835 0.62876 -1.35802
C -0.40248 0.62721 -0.79332
C -0.63098 -0.13140 0.38762
N 0.30711 -0.85953 0.99508
C 1.61087 -0.69573 0.50029
C 1.91188 0.02538 -0.63844
H 1.15108 1.12361 -2.28132
H -1.28565 1.06112 -1.23843
H -1.59946 -0.15052 0.86519
H 2.40367 -1.16534 1.06362
H 2.86742 0.22504 -1.10048

Output
HOMO level (Eh): -0.3334
SMILES: c1ccncc1.c1ccncc1.c1ccncc1.c1ccncc1.c1ccncc1.c1ccncc1.c1ccncc1.c1ccncc1.c1ccncc1.c1ccncc1.c1ccncc1.c1ccncc1
Energy above the lowest of the compared OMol25 structures with the same formula, charge and spin (kcal per mole): 65.7
Frontier orbital gap (Ha): 0.3519

***

3.
Here is 3 unconnected molecules or ions with the total composition C2HCl2FNO2 in a non-equilibrium geometry from the OMol25 dataset. Energies are from ωB97M-V with the def2-TZVPD basis set.

Atoms and positions in Å:
C 0.64458 -1.35731 1.11711
C -0.59825 0.94182 -0.62344
N 0.46206 0.98284 0.03835
O 1.62835 -1.71961 0.66342
O -0.27353 -0.95714 1.68330
F 1.21255 2.30405 0.12604
Cl -0.61345 -2.25085 -0.98530
Cl -1.46187 2.22273 -1.35016
H -1.00046 -0.16655 -0.66933

Output
HOMO level (Eh): -0.1734
Energy above the lowest of the compared OMol25 structures with the same formula, charge and spin (kcal per mole): 27.0
Frontier orbital gap (Ha): 0.2865
Net charge: -1

***

4.
Here is a molecular structure, C16H20N4O3Pt in a non-equilibrium geometry from the OMol25 dataset. Energies are from ωB97M-V with the def2-TZVPD basis set.

Atoms and positions in Å:
N -2.61923 0.01625 -1.26449
C -3.30783 -0.83356 -1.64940
C -4.31261 -1.76309 -2.09269
H -3.86525 -2.66600 -2.49661
H -4.93313 -1.29092 -2.86357
H -4.94899 -2.06267 -1.26055
N -0.02705 2.88373 1.00391
C -0.06935 3.90979 1.52518
C -0.11012 5.19141 2.10220
H -0.69422 5.89927 1.48161
H 0.91687 5.55824 2.27747
H -0.60448 5.05713 3.07336
N 2.87974 -0.38826 0.03574
C 3.54092 -1.35244 -0.04320
C 4.49442 -2.41954 -0.01822
H 4.90070 -2.55519 0.98666
H 5.31875 -2.19385 -0.70205
H 4.03285 -3.35886 -0.30149
Pt 0.09409 0.78852 -0.15198
C 1.10452 0.46493 1.51046
O 1.40080 0.11599 2.58328
C -1.57700 0.66073 0.87371
O -2.37974 0.39211 1.69794
C -0.76858 1.55525 -2.30404
C -0.06762 0.39048 -2.60898
C 1.27910 0.29433 -2.28918
C 1.92039 1.36157 -1.66434
C 1.22443 2.52944 -1.34960
C -0.13610 2.62772 -1.67415
H -1.78307 1.70966 -2.65534
H -0.54510 -0.41212 -3.17342
H 1.84468 -0.58312 -2.60613
H 2.99525 1.36499 -1.51742
H 1.76256 3.35405 -0.88502
H -0.70745 3.53307 -1.47531
C -0.88179 -2.57617 2.94922
C -0.56455 -2.84776 1.50734
N -0.54824 -4.09511 1.04641
O -0.30544 -1.91073 0.69602
H -1.08168 -3.50682 3.49375
H -1.70820 -1.86940 3.03270
H -0.08421 -1.99516 3.41387
H -0.32043 -4.16373 0.04378
H -0.75864 -4.81415 1.71257

Output
HOMO level (alpha / beta) (Eh): -0.8101 / -0.8285
<S²>: 6.03
Frontier orbital gap (alpha / beta) (Ha): 0.3135 / 0.1177
Multiplicity: 5
Net charge: +4

***

Total energy / eV: -67976.58921; -81070.01199; -35438.18774; -32212.48450